ORCA calculation (ωB97M-V/def2-TZVPD) on C4H3Br in the gas phase.

Geometry as XYZ:
```
8
Properties=species:S:1:pos:R:3:forces:R:3:nbo_charge:R:1
C 1.5015 -0.2770 -0.5931 2.155 1.028 0.228 -0.426
C 2.7431 0.1534 -0.5803 -2.214 -0.875 -0.137 0.169
C 0.2172 -0.5573 -0.4440 1.200 3.115 3.727 -0.004
C -0.6555 0.2232 0.6435 0.255 0.934 -0.398 -0.485
Br -2.0841 0.8621 -0.5196 -0.533 0.331 -0.199 0.010
H -0.2316 -1.2429 -1.0483 -1.647 -1.856 -1.369 0.219
H -0.2780 1.2299 1.1623 -0.067 -2.748 -1.362 0.271
H -1.2125 -0.3913 1.3794 0.852 0.072 -0.489 0.247
```
Forces are in eV/Å.

Total charge: 0
2S+1: 1
HOMO level: -10.1 eV
DFT total energy: -2728.03017 hartree
Frontier orbital gap: 8.26 eV
LUMO level: -1.804 eV
Relative energy (zero: lowest compared OMol25 entry of this formula, charge and spin): 242.1 kJ/mol